This record from the Open Molecules 2025 dataset describes a structure of composition C2H8FeO14S3. The level of theory is wB97M-V/def2-TZVPD.

Output
LUMO (spin up / spin down) ... 0.2571 / 0.2571 Eh
ΔE to the lowest compared entry with this formula, charge and spin ... 72.31 kcal/mol
<S²> ... 8.7586
HOMO energy (spin up / spin down) ... 0.0919 / 0.0947 hartree
Orbital gap (spin up / spin down) ... 4.4956 / 4.4180 eV
Net charge ... -3
Spin multiplicity ... 6
Strongest force on any atom ... 7.80 eV Å⁻¹

The geometry in XYZ format:
```
28
Properties=species:S:1:pos:R:3:nbo_charge:R:1
Fe 0.16975 -0.46486 0.31783 1.87
S -1.22451 2.06203 -1.34599 2.58
O -2.08487 1.91593 -2.52105 -1.07
O -0.89028 0.75234 -0.66773 -1.08
O 0.04314 2.72921 -1.63043 -1.08
O -1.68497 3.07182 -0.37964 -1.06
S 0.76873 -3.11656 0.07318 2.60
O 1.75830 -3.57884 -0.89802 -1.03
O 0.18227 -4.17737 0.87422 -1.02
O 1.27270 -1.93603 0.84312 -1.07
O -0.16822 -2.16440 -0.59556 -1.10
S 1.40677 2.19712 1.89917 2.57
O 1.95693 2.94339 0.74590 -1.08
O 2.27148 2.03404 3.07002 -1.06
O 0.27392 3.14264 2.03671 -1.05
O 0.95203 0.90023 1.34521 -1.06
C -2.69167 -0.99365 1.38047 -0.24
O -1.34376 -0.64232 1.71776 -0.73
H -2.80383 -1.91889 0.81867 0.20
H -3.21599 -1.14889 2.32878 0.14
H -3.22954 -0.14106 0.96452 0.21
H -1.43836 -0.45521 2.65300 0.51
C 1.43176 -0.28716 -2.44022 -0.25
O 1.65793 0.01630 -1.07335 -0.72
H 2.05462 -1.14459 -2.71069 0.15
H 0.39958 -0.56572 -2.64310 0.21
H 1.65727 0.53094 -3.12648 0.18
H 2.51882 0.43953 -1.03629 0.51
```



This record from the Open Molecules 2025 dataset describes a cluster of 3 separate species, H6O3 in total. The level of theory is wB97M-V/def2-TZVPD.

Output
LUMO (spin up / spin down) ... 0.1521 / 0.1494 Eh
ΔE to the lowest compared entry with this formula, charge and spin ... 9.61 kcal/mol
<S²> ... 0.7504
HOMO energy (spin up / spin down) ... 0.0406 / -0.2428 hartree
Orbital gap (spin up / spin down) ... 3.0327 / 10.6721 eV
Net charge ... -1
Spin multiplicity ... 2
Strongest force on any atom ... 1.36 eV Å⁻¹

The geometry in XYZ format:
```
9
Properties=species:S:1:pos:R:3:nbo_charge:R:1
O 1.25720 0.70991 0.80827 -1.07
H 0.95820 0.55072 -0.08699 0.48
H 1.97712 0.09181 0.93433 0.44
O -0.08175 -1.47409 -1.72458 -1.48
H -0.89350 -1.37407 -2.22186 0.36
H 0.28046 -2.30878 -2.02179 0.30
O -1.32204 0.94804 1.59788 -0.97
H -1.78022 1.72037 1.26652 0.44
H -0.39550 1.13607 1.44824 0.49
```



Q: Which total energy values were calculated for the entries above? A: -97757.7801; -6238.7457, in eV.